A structure of composition C14H34CaN2O7 at a distorted geometry. Source: the Open Molecules 2025 dataset; level of theory: wB97M-V/def2-TZVPD.

CARTESIAN COORDINATES (ANGSTROEM)
Ca 0.36 -1.50 -0.01
O 2.87 -1.46 0.05
C 3.25 -2.25 -1.07
C 2.27 -2.85 -2.17
O 0.90 -3.05 -1.72
H 3.71 -3.20 -0.83
H 4.10 -1.75 -1.53
H 2.66 -3.75 -2.66
H 2.35 -2.06 -2.91
O 0.76 -1.84 2.34
C 0.48 -1.50 3.76
C 1.54 -1.54 4.98
O 2.91 -1.25 4.63
H -0.47 -1.92 4.08
H 0.15 -0.47 3.76
H 1.56 -2.52 5.44
H 1.22 -0.89 5.80
C -0.13 4.01 1.96
O -0.87 2.89 1.58
C -0.65 1.76 2.39
C -1.53 0.71 1.69
N -1.18 0.36 0.31
C -2.32 -0.27 -0.37
C -2.67 -1.66 0.26
O -1.58 -2.51 0.08
C -1.80 -3.74 0.61
H -0.23 4.85 1.28
H 0.89 3.72 2.18
H -0.53 4.64 2.76
H -0.94 1.87 3.44
H 0.36 1.36 2.32
H -2.54 1.13 1.64
H -1.61 -0.15 2.36
H -1.18 1.20 -0.25
H -2.25 -0.42 -1.44
H -3.32 0.16 -0.28
H -3.58 -2.03 -0.20
H -2.88 -1.66 1.33
H -0.99 -4.44 0.43
H -2.69 -4.23 0.21
H -1.92 -3.68 1.70
C 2.14 1.54 -1.73
C 0.71 1.40 -2.26
C 0.45 1.81 -3.72
O -0.92 1.90 -4.11
C -1.63 3.08 -3.66
N 0.31 0.02 -2.12
H 2.15 1.61 -0.64
H 2.47 2.54 -2.02
H 2.75 0.67 -1.95
H 0.25 2.10 -1.56
H 0.97 1.03 -4.27
H 1.02 2.70 -3.98
H -1.57 3.10 -2.57
H -2.67 2.93 -3.95
H -1.34 4.01 -4.14
H -0.58 -0.05 -2.60
H 1.00 -0.48 -2.65

Computed properties:
**LUMO energy**: 3.893 eV
**Net charge**: -2
**Molecular weight**: 382.51 g mol⁻¹
**Strongest force on any atom**: 0.0968 Eh/bohr

natural (NBO) atomic charge list, values in e, 4 entries: 1.79 -0.97 -0.09 -0.08

---

A structure of composition CH5N3O2 at a distorted geometry. Source: the Open Molecules 2025 dataset; level of theory: wB97M-V/def2-TZVPD.

CARTESIAN COORDINATES (ANGSTROEM)
C -0.88 0.31 0.83
N 0.80 -0.28 -1.19
N 0.23 -0.86 -0.10
N 0.08 -2.18 0.03
O -0.60 -2.59 0.94
O 0.69 -2.85 -0.79
H -1.11 1.04 0.06
H -1.68 -0.35 1.12
H -0.25 0.64 1.63
H 0.49 -0.69 -2.07
H 1.82 -0.27 -1.14

Computed properties:
**LUMO energy**: 0.646 eV
**Molecular weight**: 91.07 g mol⁻¹
**Strongest force on any atom**: 0.1121 Eh/bohr

natural (NBO) atomic charge list, values in e, 4 entries: -0.33 -0.65 -0.13 0.61

---

The molecule C19H28N2O2S. Source: the Open Molecules 2025 dataset; level of theory: wB97M-V/def2-TZVPD.

CARTESIAN COORDINATES (ANGSTROEM)
C -2.21 -0.64 1.96
H -1.60 -0.75 2.85
C -1.55 -1.36 0.78
N -2.28 -1.12 -0.46
C -3.11 -2.13 -0.82
O -3.85 -2.11 -1.78
C -2.95 -3.25 0.19
C -1.68 -2.89 0.94
H -0.81 -3.35 0.48
H -1.70 -3.17 1.99
H -3.83 -3.26 0.84
H -2.90 -4.21 -0.31
C -2.20 0.08 -1.26
C -2.96 1.22 -0.66
C -4.29 1.30 -0.42
C -4.68 2.52 0.18
C -3.64 3.36 0.38
S -2.15 2.68 -0.16
H -3.64 4.35 0.80
H -5.70 2.76 0.44
H -4.97 0.50 -0.66
H -2.66 -0.19 -2.22
H -1.16 0.36 -1.42
C -0.06 -0.97 0.60
O 0.77 -1.81 0.31
N 0.20 0.33 0.81
H -0.59 0.94 0.96
C 1.47 1.03 0.67
C 1.70 1.48 -0.79
H 2.56 2.15 -0.80
H 0.83 2.08 -1.07
C 1.88 0.39 -1.84
H 1.02 -0.27 -1.85
H 1.92 0.90 -2.81
C 3.13 -0.49 -1.72
C 4.43 0.26 -1.38
C 4.87 0.15 0.09
H 4.93 -0.91 0.35
C 4.00 0.86 1.13
H 4.54 0.81 2.08
H 3.91 1.92 0.88
C 2.61 0.25 1.32
H 2.38 0.20 2.39
H 2.60 -0.78 0.96
H 5.88 0.56 0.16
H 4.34 1.31 -1.66
H 5.24 -0.16 -1.98
H 2.95 -1.27 -0.98
H 3.26 -0.99 -2.68
H 1.35 1.96 1.24
H -2.37 0.42 1.77
H -3.19 -1.08 2.15

Computed properties:
**LUMO energy**: 0.469 eV
**Molecular weight**: 348.51 g mol⁻¹
**Strongest force on any atom**: 0.0131 Eh/bohr

natural (NBO) atomic charge list, values in e, 4 entries: -0.62 0.22 0.05 -0.44

---

A structure of composition C30H75F6N5NaO10P at a distorted geometry. Source: the Open Molecules 2025 dataset; level of theory: wB97M-V/def2-TZVPD.

CARTESIAN COORDINATES (ANGSTROEM)
Na -0.12 0.26 -0.03
P 2.48 3.17 0.16
F 1.12 2.40 -0.40
F 2.48 2.20 1.46
F 3.41 2.02 -0.56
F 3.69 3.97 0.83
F 2.54 4.02 -1.15
F 1.41 4.13 0.91
C 1.64 -9.17 1.37
O 1.12 -8.43 0.25
C 2.11 -7.83 -0.56
C 2.79 -6.66 0.18
N 1.72 -5.66 0.55
C 2.26 -4.64 1.39
C 2.78 -4.94 2.82
O 1.67 -5.26 3.58
C 1.96 -6.05 4.77
H 0.78 -9.64 1.83
H 2.21 -8.54 2.06
H 2.27 -10.00 1.04
H 1.61 -7.50 -1.48
H 2.88 -8.55 -0.85
H 3.44 -6.19 -0.57
H 3.27 -6.98 1.07
H 1.04 -6.18 1.06
H 1.56 -3.82 1.48
H 3.07 -4.17 0.80
H 3.27 -4.13 3.35
H 3.49 -5.80 2.88
H 2.71 -6.83 4.55
H 1.01 -6.46 5.07
H 2.26 -5.43 5.63
C -2.68 6.93 -9.13
O -2.94 6.17 -7.92
C -3.98 6.72 -7.17
C -4.24 5.74 -6.04
N -3.11 5.79 -5.16
C -3.35 5.11 -3.89
C -2.13 5.22 -3.02
O -1.08 4.43 -3.57
C 0.09 4.43 -2.73
H -2.34 7.97 -8.87
H -3.59 7.08 -9.71
H -1.91 6.41 -9.72
H -4.79 6.85 -7.92
H -3.79 7.71 -6.71
H -4.43 4.73 -6.38
H -5.14 6.10 -5.49
H -2.27 5.41 -5.54
H -3.63 4.07 -4.08
H -4.16 5.58 -3.36
H -2.29 4.95 -1.98
H -1.89 6.28 -3.08
H 0.81 3.78 -3.22
H -0.15 4.15 -1.72
H 0.62 5.39 -2.78
C -1.40 -3.76 4.53
O -2.06 -3.22 3.37
C -1.12 -2.72 2.42
C -1.96 -2.32 1.25
N -1.17 -1.84 0.11
C -1.77 -1.95 -1.24
C -2.71 -0.84 -1.66
O -1.99 0.37 -1.55
C -2.74 1.46 -2.03
H -1.26 -4.83 4.47
H -2.03 -3.56 5.39
H -0.43 -3.36 4.72
H -0.49 -3.59 2.15
H -0.53 -1.89 2.79
H -2.68 -1.52 1.53
H -2.58 -3.22 1.05
H -0.40 -2.50 0.07
H -2.26 -2.91 -1.42
H -0.86 -1.92 -1.85
H -3.63 -0.84 -1.05
H -3.03 -1.04 -2.70
H -3.68 1.51 -1.51
H -2.83 1.41 -3.10
H -2.15 2.37 -1.87
C 0.84 0.28 -3.11
O 1.19 -0.67 -2.10
C 2.61 -0.75 -1.83
C 2.79 -1.44 -0.46
N 2.29 -0.62 0.61
C 2.47 -1.06 2.00
C 3.90 -1.12 2.54
O 4.63 -2.18 1.91
C 6.04 -1.97 1.83
H 0.83 1.22 -2.61
H -0.10 -0.05 -3.56
H 1.60 0.44 -3.89
H 3.04 0.29 -1.71
H 3.19 -1.30 -2.59
H 3.81 -1.74 -0.24
H 2.33 -2.40 -0.33
H 2.55 0.36 0.50
H 2.00 -2.03 2.06
H 2.02 -0.33 2.69
H 3.88 -1.37 3.62
H 4.40 -0.15 2.44
H 6.48 -2.00 2.83
H 6.25 -1.03 1.31
H 6.44 -2.86 1.34
C -1.29 -0.43 5.77
O -0.48 0.38 4.94
C -1.13 0.90 3.80
C -0.35 2.04 3.22
N -0.81 2.18 1.85
C -2.25 2.59 1.69
C -2.44 4.09 1.80
O -1.80 4.79 0.73
C -1.95 6.16 0.90
H -0.59 -0.89 6.49
H -1.76 -1.20 5.17
H -1.97 0.27 6.34
H -2.10 1.30 4.12
H -1.35 0.19 3.00
H 0.74 1.87 3.08
H -0.60 2.92 3.81
H -0.28 2.92 1.43
H -2.96 2.06 2.32
H -2.56 2.31 0.68
H -1.93 4.43 2.69
H -3.51 4.33 1.78
H -2.98 6.47 1.20
H -1.67 6.70 -0.03
H -1.31 6.46 1.76

Computed properties:
**LUMO energy**: 0.144 eV
**Molecular weight**: 833.91 g mol⁻¹
**Strongest force on any atom**: 0.0615 Eh/bohr

Mulliken atomic charge list, values in e, 4 entries: 0.63 1.11 -0.01 -0.30